1.
{
  "formula": "C12H34N3O4Ti3",
  "method": "ωB97M-V/def2-TZVPD",
  "elements": ["Ti", "Ti", "Ti", "O", "H", "C", "C", "C", "O", "C", "N", "H", "H", "H", "H", "H", "H", "H", "H", "H", "H", "H", "C", "C", "C", "O", "C", "N", "H", "H", "H", "H", "H", "H", "H", "H", "H", "H", "H", "C", "C", "C", "O", "C", "N", "H", "H", "H", "H", "H", "H", "H", "H", "H", "H", "H"],
  "coordinates": [[1.21947, 3.59010, -2.74241], [0.20589, 0.75953, -3.72873], [-1.98911, 2.83602, -2.49775], [0.04056, 1.89438, -1.81241], [0.39382, 1.11858, -1.36061], [-1.81663, 1.79039, 0.93131], [-1.12420, 2.01753, 2.25971], [-1.11470, 0.87210, 3.24087], [-2.39976, 0.84416, 3.81398], [-2.53208, 0.32249, 5.13908], [0.24621, 2.59617, 2.06648], [-1.83655, 2.73632, 0.37037], [-2.85616, 1.62901, 1.23106], [-1.41340, 1.01984, 0.27261], [-1.63104, 2.88674, 2.69079], [-0.39113, 1.04070, 4.05037], [-0.85342, -0.10528, 2.82013], [-3.57372, 0.47627, 5.39137], [-1.87127, 0.91959, 5.77338], [-2.25059, -0.72932, 5.19132], [0.17408, 3.40719, 1.47100], [0.70635, 2.81717, 2.93608], [-3.18463, -1.33548, -2.07011], [-1.70821, -1.59356, -2.32775], [-1.30979, -3.01644, -2.04321], [-1.74192, -3.39859, -0.76480], [-1.60345, -4.77573, -0.52992], [-1.29989, -1.25790, -3.71036], [-3.32937, -1.30741, -0.98718], [-3.82969, -2.13199, -2.44707], [-3.57061, -0.39866, -2.48252], [-1.13168, -0.89965, -1.69247], [-0.24832, -3.24888, -2.16637], [-1.89121, -3.61830, -2.76383], [-2.16123, -5.38116, -1.24878], [-1.97247, -5.00966, 0.46890], [-0.55269, -5.08914, -0.48164], [-1.86122, -0.44572, -4.00567], [-1.65618, -1.91869, -4.40643], [4.83398, 1.82143, -0.01362], [3.47056, 1.32604, -0.50469], [2.79852, 0.33799, 0.46144], [3.50975, -0.88142, 0.48799], [3.21785, -1.74834, -0.59747], [2.58362, 2.51968, -0.68157], [5.23642, 2.41040, -0.84468], [5.49524, 0.95335, -0.01472], [4.85226, 2.44070, 0.87594], [3.60891, 0.93147, -1.51428], [1.72628, 0.18687, 0.26635], [2.92475, 0.74594, 1.46640], [3.52854, -2.73659, -0.26104], [3.76992, -1.46304, -1.49333], [2.13620, -1.83634, -0.76214], [1.67222, 2.17888, -0.95977], [2.35493, 2.90032, 0.24040]],
  "forces_ev_per_a": [[0.1, -1.0, 0.8], [-0.7, -0.1, 0.3], [1.2, -0.6, 0.3], [-0.4, 0.1, -1.8], [-0.4, 0.1, 0.8], [-0.7, 0.2, 0.3], [1.6, 2.1, -0.1], [-0.4, -0.2, 1.1], [-0.6, -0.2, -0.4], [0.7, 0.5, -0.7], [0.1, -1.5, -1.0], [0.2, 0.2, 0.0], [0.0, -0.5, -0.5], [0.0, -0.3, 0.3], [-0.8, -0.7, 0.5], [0.2, 0.3, -0.2], [0.0, 0.0, -0.4], [0.0, -0.1, 0.2], [-0.2, -0.2, 0.4], [-0.1, -0.1, 0.0], [0.0, 0.3, 0.3], [-0.1, 0.2, 0.1], [-0.2, -0.3, 0.6], [0.1, 0.9, 0.1], [-0.8, -1.1, 0.1], [0.0, 0.9, 0.1], [0.3, -0.8, 0.7], [0.1, 1.3, -1.0], [-0.1, 0.0, -0.1], [0.1, -0.1, -0.1], [0.3, 0.1, -0.1], [0.0, -0.2, 0.1], [0.1, 0.3, -0.2], [0.3, -0.1, -0.2], [0.1, 0.1, -0.1], [-0.3, 0.3, -0.1], [0.0, 0.1, -0.5], [-0.3, -0.1, 0.4], [0.6, -0.4, 0.3], [0.1, -0.6, -1.8], [-0.3, 1.3, 0.4], [1.3, -0.1, 0.0], [-0.7, 0.0, -0.2], [0.2, -0.3, 0.8], [-0.8, 0.5, -0.4], [0.0, 0.3, 0.2], [0.1, 0.1, 0.8], [-0.2, -0.3, 0.3], [0.0, -0.4, 0.1], [0.0, 0.0, -0.1], [-0.4, 0.1, 0.0], [0.2, 0.0, -0.3], [-0.1, -0.1, -0.2], [-0.1, 0.3, -0.2], [0.1, -0.3, 0.5], [0.4, 0.1, -0.1]],
  "spin_multiplicity": 10,
  "total_energy_ha": -3490.33075,
  "homo_energy_ev": [-13.200, -13.892],
  "max_force_ha_per_bohr": 0.05215,
  "charge": 2,
  "s_squared": 24.7541
}

---

2.
{
  "formula": "C26H22MgN7SSbSe4",
  "method": "ωB97M-V/def2-TZVPD",
  "elements": ["Mg", "C", "C", "C", "C", "C", "C", "N", "C", "C", "C", "C", "C", "C", "N", "N", "C", "C", "C", "C", "C", "N", "H", "H", "H", "H", "H", "H", "H", "H", "H", "H", "H", "H", "H", "C", "N", "C", "C", "N", "C", "S", "C", "C", "C", "C", "C", "N", "H", "H", "H", "H", "H", "H", "H", "H", "H", "Se", "Sb", "Se", "Se", "Se"],
  "coordinates": [[0.78194, -0.25698, 0.58178], [-4.83056, 0.68952, 0.47355], [-3.90281, 0.70417, -0.56482], [-2.55071, 0.85062, -0.31958], [-2.03383, 1.02556, 0.99042], [-2.99813, 1.01141, 2.02999], [-4.34336, 0.83611, 1.77147], [-0.68936, 1.15998, 1.16373], [-0.20705, 1.93412, 2.24914], [-0.89766, 2.99015, 2.80941], [-0.36080, 3.75790, 3.85479], [0.90574, 3.45628, 4.31931], [1.64782, 2.42250, 3.75052], [1.13010, 1.65506, 2.70062], [1.75675, 0.65010, 2.04688], [3.02102, 0.27698, 2.49585], [3.38626, -0.82667, 1.91920], [4.68565, -1.41407, 2.20941], [5.08366, -2.56321, 1.62946], [4.21366, -3.23588, 0.70638], [3.00574, -2.64516, 0.46786], [2.55103, -1.49705, 0.99701], [-5.89168, 0.59502, 0.27969], [-4.24040, 0.63261, -1.59387], [-1.84857, 0.92257, -1.14520], [-2.65887, 1.13737, 3.04950], [-5.03841, 0.82848, 2.60608], [-1.87754, 3.23673, 2.41770], [-0.92853, 4.58011, 4.27324], [1.33905, 4.03750, 5.12802], [2.64647, 2.19004, 4.09536], [5.31187, -0.87728, 2.91190], [6.05912, -2.97860, 1.86459], [4.48379, -4.16644, 0.22768], [2.30718, -3.12795, -0.21915], [-3.68111, -2.89603, -0.32195], [-2.70751, -2.47559, -1.31206], [-2.97417, -2.16357, -2.62735], [-1.82585, -1.72436, -3.17421], [-0.86095, -1.76129, -2.17610], [-1.42066, -2.20726, -1.00525], [-0.73827, -2.41238, 0.51061], [0.50315, -1.43356, -2.43893], [1.04091, -1.83547, -3.65329], [2.31809, -1.39708, -3.95494], [3.00096, -0.60156, -3.04936], [2.39039, -0.29026, -1.84920], [1.15140, -0.70189, -1.55257], [-4.60939, -3.12106, -0.84330], [-3.83995, -2.08862, 0.39024], [-3.31714, -3.78113, 0.19760], [-3.96125, -2.24426, -3.04245], [-1.61457, -1.31599, -4.14442], [0.48142, -2.46875, -4.32608], [2.77052, -1.67665, -4.89766], [3.98993, -0.21858, -3.25187], [2.89147, 0.30202, -1.09506], [-0.28964, 5.54668, -5.36253], [0.57947, 5.38470, -3.11983], [0.76471, 2.55270, -1.16902], [2.06882, 3.20125, -3.08797], [-1.12936, 3.83642, -1.82095]],
  "forces_ev_per_a": [[0.0, -0.2, 0.6], [0.1, 0.0, 0.0], [-0.1, -0.1, -0.1], [0.2, 0.0, 0.1], [-0.2, 0.0, -0.3], [0.0, -0.1, 0.0], [-0.1, 0.0, 0.0], [0.2, 0.0, 0.1], [0.1, -0.2, -0.2], [0.0, 0.3, 0.2], [0.0, -0.1, -0.2], [0.1, 0.0, 0.1], [0.0, 0.0, 0.1], [-0.2, 0.1, -0.1], [0.1, 0.1, 0.1], [-0.2, 0.0, -0.2], [0.1, -0.3, -0.1], [-0.2, 0.3, 0.1], [0.0, -0.2, -0.1], [0.2, 0.1, 0.2], [-0.3, 0.0, -0.2], [0.2, 0.2, 0.0], [0.0, 0.0, 0.0], [0.0, 0.0, 0.0], [0.0, 0.0, 0.0], [0.0, 0.0, 0.0], [0.0, 0.0, 0.0], [0.0, 0.0, 0.0], [0.0, 0.0, 0.0], [0.0, 0.0, 0.0], [0.0, 0.0, 0.0], [0.0, 0.0, 0.0], [0.0, 0.0, 0.0], [0.0, 0.0, 0.0], [0.0, 0.0, 0.0], [0.0, 0.1, -0.1], [-0.2, -0.1, 0.1], [0.2, 0.1, -0.2], [-0.2, 0.0, 0.1], [0.3, 0.0, 0.0], [0.1, 0.1, 0.1], [0.1, -0.2, -0.1], [-0.4, 0.1, 0.0], [0.3, 0.1, 0.1], [0.0, 0.0, -0.1], [0.0, 0.1, 0.1], [-0.1, -0.3, -0.2], [0.1, 0.0, 0.0], [0.0, 0.0, 0.0], [0.0, 0.0, 0.1], [0.0, 0.0, 0.0], [0.0, 0.0, 0.0], [0.0, 0.0, 0.0], [0.0, 0.0, 0.0], [0.0, 0.0, 0.0], [0.0, 0.0, 0.0], [0.0, 0.0, 0.0], [0.0, 0.0, 0.0], [0.0, 0.0, 0.1], [0.1, 0.5, -0.1], [-0.1, -0.2, 0.1], [0.1, -0.2, -0.1]],
  "total_energy_ha": -11831.74989,
  "homo_energy_ev": -0.087,
  "max_force_ha_per_bohr": 0.01246,
  "charge": -2
}

---

3.
{
  "formula": "C3H7N4S",
  "method": "ωB97M-V/def2-TZVPD",
  "elements": ["H", "N", "C", "N", "N", "C", "N", "C", "S", "H", "H", "H", "H", "H", "H"],
  "coordinates": [[0.88606, -3.15269, -0.02723], [1.30875, -2.26809, -0.15454], [0.65025, -1.23599, 0.01066], [-0.74788, -1.13560, 0.02242], [-1.22087, 0.12703, 0.51013], [-0.72982, 1.24932, -0.35678], [0.64663, 1.32532, -0.12486], [1.52052, 0.35942, -0.00523], [3.10589, 0.46674, 0.25709], [-1.21335, -1.30376, -0.85929], [-0.81704, 0.06930, 1.48805], [-2.26938, 0.04865, 0.58863], [-1.21925, 2.14522, -0.11041], [-0.97482, 1.12038, -1.35688], [1.07431, 2.18476, 0.11823]],
  "forces_ev_per_a": [[-0.9, -1.1, -0.2], [1.0, 1.3, 0.5], [2.6, 2.6, -1.0], [-1.3, -0.5, 0.1], [-0.8, -1.0, 0.8], [0.6, -0.2, 1.9], [-0.1, 2.0, 0.1], [0.3, -5.2, 0.4], [-0.7, -0.2, -0.2], [0.2, -0.4, -0.2], [-0.7, 1.2, -1.0], [1.1, 0.2, 0.0], [-0.5, 1.3, 0.9], [-0.7, -1.3, -1.9], [-0.1, 1.4, 0.0]],
  "total_energy_ha": -735.35334,
  "homo_energy_ev": -12.383,
  "max_force_ha_per_bohr": 0.10239,
  "charge": 1
}